Computed, not measured: a cluster of 13 separate species, C57H150N10O20 in total, with wB97M-V/def2-TZVPD.

Structure (ORCA input):
```
! wB97M-V def2-TZVPD RIJCOSX def2/J DEFGRID3
* xyz 0 1
O -9.153 7.890 3.094
O -5.725 4.555 5.216
O -7.492 5.586 -2.451
O -1.643 -6.217 -4.967
O 10.676 -1.042 -0.489
O 1.120 -10.234 -7.272
O 4.146 3.864 -7.494
O 3.139 5.756 -1.476
O -3.489 -8.024 2.710
O 5.992 -2.754 -4.933
O 6.796 1.305 0.891
O -8.086 0.876 -2.961
O -2.523 -3.759 6.926
O 0.946 -5.801 0.940
O 0.040 11.028 -4.228
O 7.015 8.097 -6.188
O 2.968 -2.016 6.635
O 2.449 -2.715 11.265
O 0.153 -0.229 -2.231
O 0.642 -8.399 6.454
N 8.693 -1.258 -2.686
N -0.903 2.281 -0.925
N -8.451 5.925 5.322
N 0.418 -7.676 -5.600
N -7.894 3.155 -0.953
N -2.875 -5.437 3.088
N -0.306 9.510 -6.558
N 5.929 5.791 -8.734
N 2.282 -0.512 8.925
N -1.165 -5.788 8.267
C 0.956 7.529 -5.562
C -7.477 1.774 -0.737
C -4.237 -5.722 2.601
C 1.617 -10.090 -8.673
C -2.587 -5.826 7.918
C 2.141 -1.309 11.199
C -8.022 6.859 -2.835
C -2.996 -2.468 6.786
C -1.631 0.865 0.983
C -10.046 7.514 4.213
C 5.464 1.073 1.183
C -9.707 6.023 4.601
C -3.214 -4.485 7.983
C 7.292 9.414 -5.976
C 3.707 3.350 -6.314
C 11.834 -0.698 0.265
C 6.639 6.281 -7.581
C 5.475 3.414 -7.858
C 0.955 -6.553 -0.267
C 1.027 -8.483 5.121
C -4.505 -4.556 1.647
C -0.738 1.014 -0.249
C 3.046 -3.235 5.933
C 3.262 -3.009 12.343
C -2.603 -5.535 -4.241
C 0.759 12.026 -3.492
C -8.397 -0.357 -3.605
C 6.879 7.798 -7.499
C -7.103 5.593 -1.050
C -6.863 4.135 -0.570
C -3.513 -9.406 2.156
C 1.311 -0.987 -1.927
C -4.431 4.891 5.613
C 9.545 -2.444 -2.338
C -0.507 -7.565 6.646
C -6.601 4.425 6.312
C 1.706 -8.127 -6.168
C 1.672 -0.218 7.570
C 4.533 5.624 -1.267
C -0.980 -0.174 -1.318
C 1.666 -1.474 6.779
C -9.486 9.140 2.475
C 5.912 -2.983 -6.346
C -2.066 -7.342 -5.678
C 0.796 9.856 -4.383
C 7.354 -1.675 -3.142
C 1.363 -0.894 9.903
C 1.917 -9.686 -6.266
C 6.035 4.352 -8.952
C 10.861 -1.989 -1.649
C -8.072 4.616 5.870
C 0.078 8.848 -5.295
C -4.124 -7.033 1.902
C 7.322 -2.307 -4.541
C -0.454 -7.058 8.146
C -0.702 -7.786 -6.518
C -8.329 0.694 -1.523
H -7.231 7.529 -2.498
H -2.960 -9.438 1.217
H -2.842 -7.120 -6.410
H 2.170 -0.597 -2.472
H 5.272 0.892 2.240
H -2.451 -8.121 -5.019
H 7.753 9.471 -4.990
H 0.713 6.753 -4.836
H -3.210 -6.399 8.604
H 1.802 11.991 -3.806
H 2.301 0.528 7.085
H -0.884 -8.767 -6.958
H 2.129 -7.560 -6.998
H 11.739 -0.634 1.349
H 0.688 0.252 7.572
H 8.056 9.808 -6.646
H 0.961 9.373 -3.420
H 8.027 -3.136 -4.607
H -0.331 -6.680 6.035
H -10.317 9.120 1.771
H 4.697 6.023 -0.266
H 1.213 -2.059 -2.100
H 0.659 7.168 -6.547
H -6.391 5.176 7.073
H -9.839 9.938 3.128
H -5.888 3.773 -0.895
H 6.103 3.645 -6.997
H -3.376 -5.107 -4.880
H 5.104 -3.688 -6.544
H 1.116 -1.398 5.841
H 0.722 11.822 -2.422
H 0.729 -1.761 9.719
H 0.932 -10.426 -9.452
H 0.491 -6.748 -5.207
H -0.045 2.476 -1.422
H -4.051 4.376 6.494
H 6.792 -3.423 -6.816
H 7.629 8.095 -8.232
H -3.610 4.590 4.962
H -8.182 3.720 5.260
H -2.570 -6.311 3.492
H -6.476 1.666 -1.154
H 5.734 2.409 -8.190
H 1.822 -6.255 -0.857
H 2.232 -3.893 6.239
H 2.025 7.740 -5.599
H -5.427 -4.768 1.106
H 1.585 -0.870 12.028
H 7.636 -1.447 -5.132
H 1.938 -9.079 5.174
H 11.319 -2.959 -1.455
H 5.994 5.987 -6.753
H -10.509 5.484 5.105
H -2.529 0.388 0.593
H -3.009 -3.965 8.919
H -4.023 -2.533 6.427
H -8.189 -0.334 -4.675
H -4.292 -4.353 7.892
H -9.550 5.656 3.587
H -8.681 4.553 6.772
H 3.078 -3.024 4.864
H -0.965 -1.001 -0.608
H -4.527 -9.781 2.015
H 4.266 -2.629 12.154
H 11.946 0.333 -0.071
H 6.767 -0.794 -3.402
H -6.610 4.192 0.489
H -2.450 -1.962 5.990
H -9.435 -0.671 -3.494
H 3.100 -1.103 8.879
H -0.671 -4.993 7.887
H 2.641 3.555 -6.212
H 3.145 -0.887 11.173
H 0.331 13.004 -3.714
H 2.833 6.386 -0.820
H 6.892 -2.351 -2.422
H 5.133 6.169 -1.996
H -9.009 7.151 -2.477
H 5.614 -2.028 -6.778
H -1.518 2.180 -1.720
H 1.474 -0.812 -0.864
H 0.515 9.608 -7.138
H 4.803 1.839 0.776
H 6.356 9.952 -6.129
H -4.430 5.966 5.791
H 8.948 -3.106 -1.709
H -6.175 6.164 -1.031
H 2.457 -7.857 -5.426
H -3.113 -6.241 -3.586
H -4.641 -3.610 2.172
H -9.381 0.918 -1.351
H -3.139 -10.121 2.889
H -0.791 -7.850 8.815
H 2.526 -10.667 -8.838
H 0.146 -6.236 -0.925
H -5.070 -7.368 1.474
H 7.664 5.915 -7.647
H -7.819 6.183 4.577
H 4.328 3.687 -5.485
H 4.960 5.918 -8.480
H 2.908 -2.534 13.257
H -8.018 3.104 -1.954
H 5.326 4.219 -9.769
H 5.919 8.228 -7.783
H -1.892 -0.160 -1.915
H 0.765 -0.049 10.245
H 0.298 0.982 0.089
H -2.957 -1.806 7.651
H 0.029 -5.635 1.172
H 1.587 -10.061 -5.297
H 1.363 -7.527 4.721
H -0.602 -7.083 -7.345
H 7.313 0.603 1.294
H -8.322 6.778 -3.880
H 1.740 10.062 -4.888
H -1.407 -8.113 6.367
H -1.902 1.735 1.582
H -3.447 -7.044 1.048
H 2.967 -9.978 -6.260
H -5.005 -5.747 3.375
H 1.094 -7.625 -0.124
H -3.755 -4.455 0.863
H 3.937 -3.806 6.193
H -8.682 9.603 1.903
H -2.183 -4.666 -3.735
H 1.163 -2.226 7.388
H -2.745 -6.219 6.914
H -1.239 0.057 1.600
H 9.888 -2.931 -3.251
H 0.362 -8.982 4.416
H -2.819 -4.912 3.950
H 2.027 -9.097 -8.858
H 12.758 -1.243 0.074
H 5.147 0.122 0.755
H 4.798 4.571 -1.353
H 0.615 -6.913 8.301
H 3.247 -4.098 12.382
H -8.121 -0.317 -1.173
H 7.048 4.028 -9.192
H -11.080 7.584 3.872
H -0.543 10.465 -6.332
H -0.900 8.704 -4.835
H -6.432 3.437 6.739
H -7.593 -1.053 -3.368
H 3.701 2.260 -6.299
H 8.612 -0.629 -1.899
H -9.954 8.300 4.962
H -7.458 1.517 0.322
H 11.533 -1.524 -2.371
H -7.921 6.081 -0.520
*
```

Properties
E_tot = -117371.1976 eV
Lowest unoccupied orbital energy = 0.1787 eV
Orbital gap = 8.63 eV
HOMO energy = -8.5 eV

Results of the Mulliken charge analysis, in e, for atoms 1 through 4:
1 O -0.27
2 O -0.25
3 O -0.33
4 O -0.24